Density functional theory data (ωB97M-V/def2-TZVPD) for a structure of composition C18H21BFeN9O5 in a non-equilibrium geometry.

Orbital gap (spin up / spin down): 8.32 / 5.60 eV
<S²>: 8.7601
ΔE to the lowest compared entry with this formula, charge and spin: 0.0 kJ/mol
Spin multiplicity: 6
HOMO (spin up / spin down): -7.783 / -7.624 eV

Last column: Mulliken spin population.
Element x y z (Å)
Fe: -0.8654 -0.2824 0.3547  4.234
O: -1.1278 1.5861 1.6691  0.042
C: -2.2592 2.3500 2.0826  0.005
C: -3.1308 1.4685 2.9542  -0.003
N: -3.6796 0.3415 2.2225  0.065
C: -4.4825 0.5995 1.1076  0.016
C: -3.6635 0.7930 -0.3093  0.008
O: -4.0996 1.6782 -1.0109  0.029
O: -2.7207 -0.0173 -0.4574  0.129
C: -3.4307 -0.9868 2.7107  0.001
C: -1.8936 -1.2277 2.9047  -0.002
O: -1.4279 -1.0169 4.0108  0.022
O: -1.2945 -1.5769 1.8371  0.143
H: -0.4712 2.1593 1.2501  -0.002
H: -1.9384 3.2023 2.6871  0.003
H: -2.8075 2.7255 1.2142  0.000
H: -2.5487 1.0795 3.7885  0.001
H: -3.9533 2.0780 3.3454  0.002
H: -5.1528 -0.2350 0.9078  0.004
H: -5.0313 1.5312 1.2278  0.002
H: -3.8905 -1.0994 3.6974  0.005
H: -3.8463 -1.7022 2.0056  0.004
C: 2.9896 -0.1168 2.4173  0.005
C: 1.5935 -0.0571 2.3996  0.004
N: 1.1519 -0.0363 1.1484  0.107
N: 2.2392 -0.0850 0.3422  -0.016
C: 3.3562 -0.1419 1.0867  0.007
B: 1.9708 -0.3217 -1.1554  -0.030
N: 1.0490 0.8031 -1.7007  -0.034
C: 1.2155 1.5546 -2.8016  0.010
C: 0.1012 2.3540 -2.9575  0.003
C: -0.7266 2.0099 -1.8869  -0.003
N: -0.1380 1.0910 -1.1282  0.125
N: 1.2382 -1.6959 -1.2719  -0.014
C: 1.7595 -2.9207 -1.4563  0.019
C: 0.7605 -3.8558 -1.2831  0.000
C: -0.3655 -3.0983 -0.9579  0.015
N: -0.0720 -1.8042 -0.9491  0.093
N: 3.2308 -0.3523 -2.0015  0.000
C: 3.3491 -0.8659 -3.2530  0.000
C: 4.5557 -0.4605 -3.7639  0.000
C: 5.1135 0.3259 -2.7381  0.000
N: 4.3127 0.3976 -1.6911  0.000
H: 3.6397 -0.1409 3.2735  0.001
H: 0.8879 -0.0558 3.2164  -0.001
H: 4.3212 -0.1718 0.6139  0.000
H: 2.1128 1.4792 -3.3929  0.000
H: -0.0852 3.0703 -3.7373  0.000
H: -1.7193 2.3571 -1.6428  0.002
H: 2.8004 -3.0466 -1.7011  0.001
H: 0.8410 -4.9241 -1.3729  0.000
H: -1.3657 -3.4200 -0.7190  0.000
H: 2.5647 -1.4622 -3.6879  0.000
H: 4.9710 -0.6952 -4.7282  0.000
H: 6.0621 0.8384 -2.7201  0.000

=====

Density functional theory data (ωB97M-V/def2-TZVPD) for a structure of composition C18H21BeN5O3S2.

Orbital gap: 7.52 eV
HOMO: -7.686 eV

Last column: Mulliken charge in e.
Element x y z (Å)
Be: -0.9662 0.4156 0.8082  0.675
O: -2.0987 -0.2851 1.7372  -0.402
N: -1.6329 -0.7931 2.8776  0.368
C: -2.4708 -1.5823 3.5813  -0.178
C: -2.0748 -2.1197 4.7743  -0.835
C: -0.7904 -1.8265 5.2438  -0.106
C: 0.0356 -1.0145 4.5111  -0.915
C: -0.3857 -0.4715 3.2869  0.832
S: 0.5198 0.5768 2.2854  -0.444
H: -3.4346 -1.7227 3.1174  0.469
H: -2.7556 -2.7507 5.3243  0.393
H: -0.4488 -2.2364 6.1839  0.399
H: 1.0295 -0.7657 4.8518  0.419
O: 4.0287 5.0987 -2.1636  -0.476
C: 2.8283 5.6350 -1.8222  0.579
O: 2.6733 6.8226 -1.8561  -0.549
C: 1.7610 4.6656 -1.4411  0.750
C: 0.4325 5.0451 -1.6165  -0.844
C: -0.5925 4.1922 -1.2632  -0.767
C: -0.3343 2.9295 -0.7128  0.802
S: -1.7249 1.9296 -0.2873  -0.478
C: 1.0026 2.5637 -0.5362  -0.505
C: 2.0327 3.4166 -0.8933  -1.130
H: 3.9456 4.1392 -2.2071  0.299
H: 0.2211 6.0248 -2.0229  0.423
H: -1.6198 4.5012 -1.3979  0.411
H: 1.2523 1.6133 -0.0897  0.163
H: 3.0542 3.1096 -0.6958  0.360
C: -0.1641 -0.5177 -1.7897  -0.787
N: 0.1204 -1.6116 -2.7027  0.066
C: 1.2698 -2.3581 -2.1957  -0.720
N: 1.0257 -2.8937 -0.8547  0.066
C: 0.7353 -1.7851 0.0394  -0.744
N: -0.4446 -1.0008 -0.4027  0.743
C: -1.5985 -1.9364 -0.4934  -0.605
N: -1.3389 -3.0420 -1.4003  0.046
C: -1.0381 -2.5022 -2.7279  -0.673
C: -0.1555 -3.7572 -0.9202  -0.760
H: -1.0270 0.0469 -2.1347  0.475
H: 0.6929 0.1544 -1.7521  0.161
H: 2.1384 -1.6967 -2.1636  0.347
H: 1.4861 -3.1871 -2.8720  0.339
H: 1.5956 -1.1172 0.0974  0.168
H: 0.5374 -2.1737 1.0413  0.298
H: -2.4717 -1.3720 -0.8249  0.282
H: -1.8011 -2.3329 0.5014  0.213
H: -1.9050 -1.9490 -3.0939  0.358
H: -0.8378 -3.3319 -3.4086  0.342
H: 0.0531 -4.5894 -1.5952  0.331
H: -0.3597 -4.1574 0.0758  0.340